ORCA calculation (wB97M-V/def2-TZVPD) on C23H28NOPt as an isolated structure.

```
54
Properties=species:S:1:pos:R:3:forces:R:3
C 2.4248 0.1598 2.7882 0.549 -1.796 -0.804
C 2.1677 -0.6680 1.6842 0.867 0.464 1.519
C 1.4522 0.0710 0.7129 0.304 2.103 0.161
H 2.5244 -1.6694 1.5269 0.033 -0.135 0.166
C 1.1810 1.4252 1.2720 1.232 -0.744 0.309
C 1.8710 1.4311 2.5600 -0.828 1.061 -1.285
H 0.9359 2.3077 0.6799 0.200 -0.278 0.249
C -1.2897 -1.9169 3.3419 -0.750 0.332 -0.667
C -0.2883 -2.7600 2.8846 0.622 -0.705 -1.200
C -0.2030 -2.6814 1.4753 0.800 -0.678 1.371
H 0.3164 -3.4367 3.4872 -0.207 0.315 -0.080
C -1.1394 -1.7057 1.0105 -2.494 0.193 0.791
C -1.8928 -1.1868 2.1962 1.090 -1.865 -0.951
H 1.3682 -0.2170 -0.3338 0.290 0.153 0.361
H 1.9642 2.3090 3.2046 -0.088 -0.432 -0.214
H 3.0385 -0.1352 3.6365 -0.326 0.147 -0.107
H -2.9347 -0.9247 2.1232 -0.191 0.093 0.195
H 0.4187 -3.2860 0.8059 -0.166 0.311 0.522
H -1.6604 -1.8447 4.3468 0.051 0.036 0.255
Pt -0.7394 0.4476 1.7274 0.470 -0.378 -0.994
C -1.6327 -1.5739 -0.4231 1.296 -0.084 -0.028
C -3.1300 -1.6824 -0.4510 -0.175 -0.158 -0.093
C -1.0433 -2.6611 -1.3399 -0.138 -0.134 0.111
H -3.4082 -2.6184 0.0187 -0.162 -0.252 0.041
H -3.4577 -1.7145 -1.4799 -0.329 0.113 -0.304
H -3.6256 -0.8883 0.0788 -0.218 0.371 0.049
H -1.3651 -3.6551 -1.0043 0.228 0.109 -0.208
H 0.0575 -2.5987 -1.4061 -0.426 -0.156 0.087
H -1.4524 -2.4610 -2.3413 0.196 -0.302 0.217
C -1.0179 -0.2731 -1.0079 -0.254 -0.510 0.263
C -1.8522 0.9349 -1.0551 0.122 0.921 1.604
H -0.4515 -0.4606 -1.9147 -0.460 0.000 0.006
H -0.2572 0.0752 -0.3031 -0.041 -0.101 -0.376
O -2.4754 1.2894 -0.0242 0.661 -0.492 -2.516
N -1.5934 1.6780 -2.2178 -0.869 -0.068 0.051
C -0.3675 2.4961 -2.1941 0.049 0.421 0.608
H -2.4269 2.1255 -2.5527 -0.066 0.810 0.053
C 0.9322 1.7809 -2.5132 -0.095 -0.352 -0.069
C 2.0850 2.3667 -1.9931 -0.002 -0.382 -0.087
H 1.9734 3.2813 -1.4143 0.208 -0.092 -0.064
C 3.3310 1.7841 -2.1942 0.124 -0.082 -0.223
H 4.2169 2.2751 -1.7934 -0.156 -0.194 -0.100
C 3.4420 0.5920 -2.9213 -0.075 -0.085 0.028
H 4.4322 0.1367 -3.0877 -0.652 0.250 0.134
C 2.2855 -0.0087 -3.4426 -0.009 0.407 0.047
H 2.3622 -0.9452 -4.0039 -0.037 0.394 0.169
C 1.0299 0.6038 -3.2715 0.564 -0.070 0.109
H 0.1491 0.1241 -3.7113 0.264 0.381 0.144
H -0.2471 3.0017 -1.1958 -0.177 -0.466 -0.673
H -0.4841 3.3318 -2.8844 -0.267 -0.177 -0.188
C -1.3006 1.8084 3.0532 -0.285 1.476 1.654
H -0.9677 1.5598 4.0642 0.068 0.002 -0.080
H -2.3929 1.8121 3.0377 0.007 0.206 -0.154
H -0.8631 2.7643 2.7589 -0.349 0.101 0.192
```
Positions in Å, forces in eV/Å.

Values from the calculation:
- E_LUMO (alpha / beta) (Eh) = -0.0886 / -0.2250
- max |F| (hartree/bohr) = 0.051
- net charge = +1
- multiplicity = 5
- energy (eV) = -31075.58297